(1)
78
Properties=species:S:1:pos:R:3:lowdin_charge:R:1 method="wB97M-V/def2-TZVPD" de_lowest_kcal_mol=24.3 fmax_ev_per_a=3.33 spin_multiplicity=3 total_charge=+3 orbital_gap_ev="6.5 / 5.9" e_homo_ev="-14.565 / -14.881"
Re 7.9000 11.2252 12.5407 1.1976
Cl 2.5120 12.2985 11.0537 0.7762
S 8.6618 13.3627 12.9728 0.6883
O 7.5596 11.6389 10.5815 -0.3574
N 7.1168 9.2335 12.5222 -0.0384
N 5.8916 11.9669 13.1518 -0.0670
N 8.6688 14.0209 15.6332 0.1191
N 8.7285 10.8712 14.2674 -0.2294
N 8.7181 11.7961 15.2624 0.0159
N 3.8329 8.9986 8.6709 0.0683
N 2.9339 6.7856 12.4212 0.2531
N 7.8328 12.9812 10.1989 -0.1639
N 9.5375 10.1428 11.9907 -0.1054
C 4.0615 12.4584 14.6602 -0.0373
C 3.6843 7.8982 11.6405 -0.2667
C 5.5172 9.3950 10.4736 -0.1103
C 9.3805 8.3795 17.8114 -0.0399
C 9.2726 14.5092 9.0111 -0.0013
C 10.1005 10.0325 10.7761 -0.1023
C 11.7842 8.5305 11.5107 0.0059
C 8.2340 15.4807 8.7564 0.0361
C 11.3774 8.9559 15.9126 -0.0263
C 11.6865 8.3838 17.1451 -0.0551
C 7.0707 15.2128 9.4741 0.0030
C 9.0595 13.3212 9.6345 -0.0392
C 10.1365 9.3818 13.0573 -0.1541
C 11.1941 9.2202 10.4539 -0.0041
C 11.2108 8.4966 12.7986 0.0497
C 4.8360 8.3619 9.5221 -0.3634
C 10.7393 8.0883 18.1046 -0.0235
C 4.1607 7.2986 10.3534 -0.1364
C 4.7727 8.4730 12.5305 -0.1052
C 8.6116 13.0371 14.7345 -0.7495
C 9.6729 9.8577 14.3306 -0.1517
C 5.3482 12.0694 14.4346 -0.0911
C 10.0468 9.2219 15.5652 -0.1754
C 6.0218 8.6567 11.6942 -0.3400
C 9.0658 9.0371 16.6234 -0.0216
C 3.6455 12.4247 12.3269 -0.6572
C 5.0203 12.2722 12.1503 -0.1893
C 3.1792 12.6716 13.6071 -0.0461
C 6.8210 13.9228 10.0724 0.0226
H 8.3472 16.3873 8.1409 0.1432
H 6.3488 9.8525 9.9194 0.1158
H 2.6397 7.1131 13.3580 0.1908
H 10.2808 14.6474 8.6311 0.1323
H 12.7309 8.3642 17.4449 0.1232
H 4.0771 9.8754 8.1946 0.1016
H 6.3156 15.9976 9.6252 0.1336
H 3.3688 6.7518 9.7949 0.1534
H 3.7634 12.6941 15.7083 0.1482
H 4.7964 10.1762 10.7804 0.0958
H 5.3287 12.2803 11.1311 0.0573
H 5.6736 7.8484 9.0168 0.1533
H 8.5309 14.9917 15.3647 0.1198
H 8.5658 8.1462 18.4803 0.1097
H 11.4818 9.2642 9.3902 0.1360
H 9.5962 10.6453 9.9903 0.1047
H 2.1693 13.0233 13.7977 0.1340
H 12.2295 9.2477 15.3071 0.1245
H 8.7720 13.7160 16.5826 0.1188
H 6.3697 7.6649 11.3600 0.1545
H 3.2800 8.4184 8.0545 0.0917
H 5.8905 13.7852 10.6113 0.1031
H 12.7161 8.0271 11.3943 0.1211
H 4.4683 9.4653 12.9420 0.1350
H 3.6264 6.0002 12.4543 0.1924
H 5.0115 7.7300 13.3268 0.1428
H 3.0215 8.7188 11.3497 0.1615
H 8.0109 9.2297 16.3087 0.1085
H 11.0401 7.6877 19.0435 0.1124
H 11.4626 7.8470 13.5848 0.1071
H 4.9212 6.5357 10.6049 0.1339
H 7.9209 8.5413 12.4064 0.1423
H 5.9628 11.7771 15.3084 0.1249
H 2.1900 6.4853 11.8477 0.1482
H 9.8929 12.6108 9.7618 0.1320
H 6.8240 9.0941 13.5049 0.1058

(2)
11
Properties=species:S:1:pos:R:3:nbo_charge:R:1 method="wB97M-V/def2-TZVPD" de_lowest_kcal_mol=106.4 fmax_ev_per_a=4.28 total_charge=0 orbital_gap_ev="8.6 / 8.6" e_homo_ev="-8.656 / -8.656"
Cl -2.8005 0.2418 -0.2162 0.0530
Cl 1.5570 2.0453 -0.0947 0.0523
O -0.1538 -1.6015 0.2058 -0.4399
C 1.2537 -1.7095 0.3934 -0.1156
C 0.5585 -0.4561 0.1394 0.1558
C -1.8011 1.5956 -0.2645 -0.3509
C 0.4376 0.8038 -0.1062 -0.1590
H -1.7832 2.1943 0.6239 0.2096
H 1.8017 -2.1957 -0.4024 0.1922
H 1.5637 -1.9403 1.4050 0.1910
H -1.6825 2.0680 -1.2204 0.2115

(3)
36
Properties=species:S:1:pos:R:3:nbo_charge:R:1 method="wB97M-V/def2-TZVPD" fmax_ev_per_a=3.09 total_charge=+3 orbital_gap_ev=7.5 e_homo_ev=-20.675
Ir -0.1499 -0.2015 0.4276 1.1077
S -0.0199 2.3957 -0.2020 0.5417
O -0.0469 -1.8679 4.3782 -0.4063
O -0.1091 -0.5508 2.5489 -0.7182
N -0.0801 -2.7222 0.9550 -0.6312
N 1.3725 -0.0543 -1.3217 -0.4958
N -0.0677 -2.8038 2.3641 -0.4446
N -1.5355 -0.0666 -1.3954 -0.5067
C 2.2793 1.0765 -1.0500 -0.2602
C -0.7522 -0.5493 -2.5602 -0.2591
C -2.1905 1.2549 -1.5171 -0.2650
C 1.5830 2.4370 -1.0731 -0.5634
C -1.2331 2.4344 -1.5754 -0.5539
C 0.6761 0.0061 -2.6278 -0.2705
C -0.0671 -0.7963 5.3067 -0.2806
C -0.0781 -1.6681 3.0933 0.9347
H -1.2709 -0.3028 -3.4937 0.2686
H -0.7046 -1.6389 -2.4934 0.2387
H -2.8149 1.2863 -2.4206 0.2738
H 2.2166 3.1601 -0.5498 0.3090
H 0.7425 -3.2053 0.5806 0.4201
H 0.8224 -0.1577 5.2049 0.2177
H 3.0959 1.1033 -1.7860 0.2764
H 1.4295 2.8249 -2.0795 0.2679
H -1.8181 3.3506 -1.4555 0.3083
H 1.2197 -0.5814 -3.3730 0.2784
H 0.6754 1.0340 -2.9821 0.2272
H 1.9322 -0.9082 -1.2793 0.4350
H -0.0396 -3.7097 2.8314 0.4592
H -2.3032 -0.7285 -1.2617 0.4381
H -0.0710 -1.2658 6.2935 0.2576
H -0.9033 -3.2154 0.5928 0.4208
H -2.8626 1.3736 -0.6604 0.2549
H -0.9545 -0.1639 5.1722 0.2176
H 2.7351 0.9116 -0.0681 0.2508
H -0.7091 2.5080 -2.5241 0.2511

(4)
14
Properties=species:S:1:pos:R:3:nbo_charge:R:1 method="wB97M-V/def2-TZVPD" de_lowest_kcal_mol=42.2 fmax_ev_per_a=4.20 total_charge=0 orbital_gap_ev=9.4 e_homo_ev=-8.959
O 1.3728 0.2549 -1.1098 -0.7110
O 1.3096 0.0777 1.1782 -0.7163
N -0.5475 -0.1879 -0.0146 -0.3921
N -2.7224 -0.4406 -0.0123 -0.4472
C -1.5645 -1.0477 -0.1342 0.1656
C 0.8478 -0.4344 -0.0231 0.5284
C -1.0450 1.0553 0.1832 -0.0890
C -2.3922 0.9072 -0.0336 -0.0890
H -1.4510 -2.1681 -0.1188 0.2009
H 2.3361 0.1196 1.3054 0.4995
H 0.9168 -0.1378 -1.9074 0.4810
H 1.1459 -1.5080 -0.0640 0.1446
H -3.0570 1.6096 0.1798 0.1925
H -0.3143 1.8402 0.0054 0.2320